Computed, not measured: a cluster of 13 separate species, C19H52N12O28S in total in a non-equilibrium geometry, with the ωB97M-V functional and the def2-TZVPD basis.

Computed properties:
DFT total energy (Ha): -3915.7926
Kohn-Sham gap (eV): 8.540
Strongest force on any atom (eV/Å): 3.8

Structure (ORCA input):
```
! RIJCOSX wB97M-V def2-TZVPD def2/J DEFGRID3
* xyz 0 1
C -0.9318 -0.3122 -2.2466
C -2.4082 -0.9638 -2.3374
C -2.1820 -2.4132 -3.0305
C -3.3644 -0.1741 -3.3226
C -4.5380 0.5852 -2.6004
C -5.4603 1.2148 -3.7171
C -4.0498 1.7580 -1.6708
O -3.2452 2.6717 -2.4310
O -1.9947 2.8071 -1.8377
S -0.9714 3.4375 -3.0284
O 0.3363 3.4287 -2.3771
O -0.9089 2.3795 -4.3018
H -0.9049 0.6260 -1.6479
H -0.5319 -0.2005 -3.2846
H -0.3129 -1.0684 -1.6569
H -2.8126 -1.0609 -1.2978
H -3.0107 -3.1264 -2.8153
H -1.1874 -2.8324 -2.6583
H -2.0621 -2.1865 -4.1226
H -3.8461 -0.9391 -3.9906
H -2.7659 0.5490 -3.9253
H -5.0798 -0.1741 -1.9812
H -4.8073 1.8362 -4.3836
H -6.2742 1.8546 -3.3028
H -5.8875 0.3852 -4.3343
H -3.5294 1.3859 -0.7582
H -4.9651 2.3266 -1.3472
H -0.1603 1.7586 -4.1995
C -5.1170 6.3986 -1.6248
N -3.9641 5.6208 -2.1574
O -2.9060 6.2084 -2.2919
O -4.1594 4.4488 -2.4215
H -4.7954 7.4170 -1.4364
H -5.9036 6.3744 -2.3757
H -5.4378 5.9202 -0.7026
C -1.2220 -3.8196 1.0860
N -0.6917 -3.9963 -0.2889
O -1.1072 -4.9442 -0.9273
O 0.1226 -3.1766 -0.6772
H -1.9306 -4.6155 1.2929
H -0.3771 -3.8691 1.7675
H -1.7108 -2.8480 1.1309
C -7.6931 8.3033 1.4931
N -6.9845 8.2324 0.1874
O -7.5051 7.5806 -0.6988
O -5.9318 8.8349 0.1006
H -8.6092 7.7245 1.4242
H -7.0295 7.8893 2.2489
H -7.9108 9.3503 1.6907
C 2.6283 -6.5104 1.5902
N 2.0343 -5.5988 2.6033
O 2.7964 -4.9405 3.2837
O 0.8191 -5.5777 2.6777
H 3.7097 -6.4250 1.6362
H 2.3085 -7.5215 1.8329
H 2.2574 -6.2023 0.6152
C -6.0523 9.1707 -3.8364
N -7.4418 8.6533 -3.9499
O -8.3454 9.3956 -3.6199
O -7.5712 7.5185 -4.3664
H -6.0859 10.1864 -3.4540
H -5.5163 8.5191 -3.1513
H -5.6099 9.1476 -4.8297
C -6.6666 -3.7317 -2.3902
N -6.1903 -2.6754 -1.4577
O -6.6932 -1.5723 -1.5543
O -5.3271 -2.9930 -0.6630
H -7.4297 -3.3080 -3.0364
H -5.8099 -4.0663 -2.9711
H -7.0746 -4.5403 -1.7883
C 2.4655 -1.5401 0.9598
N 3.6047 -2.3333 0.4282
O 4.6717 -1.7622 0.2838
O 3.3919 -3.5014 0.1750
H 2.7995 -0.5227 1.1409
H 1.6748 -1.5604 0.2130
H 2.1443 -2.0107 1.8871
C 7.2736 -2.1278 -1.0721
N 8.3683 -1.6647 -1.9664
O 8.1834 -0.6382 -2.5952
O 9.3732 -2.3463 -2.0049
H 6.4482 -1.4293 -1.1394
H 6.9703 -3.1160 -1.4105
H 7.6671 -2.1612 -0.0609
C 6.4864 -2.2320 3.4479
N 5.8954 -1.3024 4.4472
O 6.6583 -0.6547 5.1374
O 4.6807 -1.2579 4.5016
H 7.5670 -2.1695 3.5087
H 6.1415 -3.2351 3.6915
H 6.1369 -1.9229 2.4650
C -1.9869 -6.6479 5.8231
N -1.5243 -6.9278 4.4373
O -1.9039 -6.1802 3.5584
O -0.7965 -7.8887 4.2861
H -2.6239 -5.7687 5.8074
H -2.5394 -7.5196 6.1663
H -1.1042 -6.4751 6.4344
C 9.2186 1.2059 1.0916
N 8.6688 0.0944 1.9130
O 8.1326 0.3819 2.9639
O 8.7962 -1.0337 1.4693
H 9.0341 2.1436 1.6069
H 10.2859 1.0310 0.9765
H 8.7098 1.1855 0.1296
C 10.1442 -0.5456 5.7279
N 11.4503 0.1647 5.6733
O 12.3785 -0.3183 6.2914
O 11.4935 1.1830 5.0095
H 10.2516 -1.4293 6.3499
H 9.4147 0.1389 6.1542
H 9.8785 -0.8199 4.7099
*
```

Results of the Mulliken charge analysis, in e, for atoms 1 through 99: -0.749, 0.996, -1.252, -1.261, 0.958, -1.478, -0.649, 0.146, -0.467, 0.705, -0.572, -0.431, 0.206, 0.151, -0.099, 0.254, 0.086, 0.255, 0.477, 0.521, 0.262, -0.103, 0.298, 0.359, 0.394, 0.372, 0.317, 0.320, -1.243, 0.956, -0.552, -0.446, 0.432, 0.408, 0.402, -0.773, 0.982, -0.531, -0.606, 0.370, 0.171, 0.305, -0.788, 0.896, -0.476, -0.506, 0.319, 0.293, 0.295, -0.783, 0.889, -0.529, -0.478, 0.303, 0.308, 0.283, -0.494, 0.935, -0.545, -0.533, 0.294, 0.069, 0.318, -0.789, 0.959, -0.558, -0.500, 0.320, 0.276, 0.306, -0.570, 1.014, -0.573, -0.546, 0.321, 0.084, 0.273, -0.641, 0.981, -0.558, -0.563, 0.351, 0.332, 0.133, -0.546, 0.991, -0.526, -0.590, 0.202, 0.379, 0.093, -0.764, 0.847, -0.455, -0.512, 0.318, 0.278, 0.300, -0.861